{
  "formula": "C45H62AsN7O2P3S4Ti",
  "method": "the ωB97M-V functional and the def2-TZVPD basis",
  "multiplicity": 2,
  "charge": -2,
  "orbital_gap_ev": [4.57, 5.22],
  "e_tot_ha": -7988.110975,
  "relative_energy_ev": 0.870,
  "elements": ["Ti", "C", "P", "C", "C", "C", "C", "C", "C", "C", "P", "C", "C", "H", "H", "H", "H", "H", "H", "H", "H", "H", "H", "H", "H", "H", "H", "H", "H", "S", "As", "S", "S", "S", "C", "C", "O", "C", "C", "C", "C", "C", "C", "O", "H", "H", "H", "H", "H", "H", "H", "N", "P", "N", "C", "C", "C", "C", "C", "N", "C", "C", "C", "C", "C", "N", "C", "C", "C", "C", "C", "H", "H", "H", "H", "H", "H", "H", "H", "H", "H", "H", "H", "H", "H", "H", "H", "H", "H", "H", "H", "H", "H", "H", "H", "H", "H", "H", "H", "H", "H", "N", "C", "C", "C", "C", "C", "C", "N", "C", "C", "C", "C", "N", "C", "C", "H", "H", "H", "H", "H", "H", "H", "H", "H"],
  "xyz": [[0.321, -1.077, -1.096], [-2.705, 0.952, 1.408], [-1.135, 0.422, 2.190], [-1.830, -0.485, 3.641], [-0.595, 1.927, 3.134], [-1.456, 2.970, 3.463], [-1.028, 4.061, 4.207], [0.289, 4.126, 4.631], [1.163, 3.098, 4.303], [0.742, 1.997, 3.561], [1.893, 0.620, 3.104], [3.370, 1.024, 4.134], [2.475, 1.264, 1.496], [-3.426, 1.419, 2.082], [-3.148, 0.045, 0.994], [-2.502, 1.604, 0.558], [-2.397, 0.176, 4.301], [-1.016, -0.946, 4.203], [-2.485, -1.277, 3.275], [-2.486, 2.939, 3.134], [-1.724, 4.857, 4.447], [0.644, 4.974, 5.206], [2.193, 3.167, 4.630], [3.825, 1.990, 3.898], [4.111, 0.245, 3.946], [3.123, 0.998, 5.198], [2.828, 2.295, 1.595], [1.666, 1.227, 0.762], [3.286, 0.632, 1.126], [-3.595, -3.985, -2.258], [-1.781, -2.993, -2.778], [-1.892, -0.869, -2.005], [-0.097, -3.584, -1.497], [-1.185, -2.903, -4.818], [2.906, -2.885, 1.670], [2.565, -2.191, 0.389], [1.381, -1.593, 0.390], [3.413, -2.181, -0.745], [4.753, -2.645, -0.652], [5.642, -2.568, -1.704], [5.232, -2.033, -2.924], [3.918, -1.609, -3.075], [2.998, -1.698, -2.031], [1.752, -1.324, -2.270], [2.264, -2.493, 2.459], [3.945, -2.738, 1.978], [2.744, -3.968, 1.598], [5.094, -3.066, 0.286], [6.657, -2.928, -1.575], [5.920, -1.967, -3.759], [3.551, -1.237, -4.024], [0.539, 0.845, -1.122], [0.368, 1.986, -2.164], [1.928, 2.611, -2.420], [3.086, 1.806, -1.982], [4.321, 2.113, -2.816], [4.617, 3.608, -2.776], [3.390, 4.417, -3.251], [2.187, 3.518, -3.529], [-0.209, 1.707, -3.702], [-1.649, 1.705, -4.038], [-1.988, 0.612, -5.039], [-1.133, 0.732, -6.298], [0.363, 0.859, -5.939], [0.578, 0.702, -4.443], [-0.599, 3.248, -1.636], [-1.023, 4.342, -2.517], [-0.503, 5.686, -2.019], [-1.101, 6.016, -0.646], [-1.382, 4.725, 0.137], [-0.382, 3.645, -0.244], [2.847, 0.748, -2.029], [3.309, 2.032, -0.933], [4.175, 1.776, -3.847], [5.156, 1.531, -2.421], [5.502, 3.851, -3.369], [4.855, 3.875, -1.742], [3.624, 4.975, -4.162], [3.106, 5.153, -2.494], [2.337, 2.970, -4.472], [1.313, 4.141, -3.696], [-1.922, 2.669, -4.488], [-2.243, 1.575, -3.132], [-3.048, 0.705, -5.291], [-1.854, -0.375, -4.593], [-1.453, 1.602, -6.884], [-1.298, -0.151, -6.920], [0.761, 1.826, -6.264], [0.942, 0.082, -6.442], [1.632, 0.838, -4.187], [0.305, -0.312, -4.134], [-2.119, 4.375, -2.579], [-0.666, 4.155, -3.525], [-0.734, 6.466, -2.750], [0.587, 5.628, -1.951], [-2.022, 6.594, -0.762], [-0.407, 6.646, -0.083], [-2.389, 4.355, -0.081], [-1.335, 4.909, 1.208], [-0.472, 2.761, 0.381], [0.641, 4.027, -0.091], [-3.047, -6.173, 4.242], [-3.973, -6.981, 4.861], [-3.863, -7.994, 5.806], [-5.038, -8.603, 6.210], [-6.281, -8.212, 5.688], [-6.378, -7.203, 4.748], [-5.206, -6.579, 4.327], [-5.024, -5.559, 3.410], [-3.735, -5.346, 3.384], [-3.039, -4.349, 2.555], [-3.742, -3.612, 1.619], [-3.049, -2.676, 0.853], [-1.754, -2.450, 1.004], [-1.072, -3.176, 1.883], [-1.664, -4.132, 2.683], [-2.052, -6.192, 4.358], [-2.905, -8.298, 6.209], [-4.999, -9.398, 6.943], [-7.176, -8.715, 6.030], [-7.333, -6.899, 4.339], [-4.797, -3.782, 1.456], [-3.544, -2.113, 0.070], [-0.008, -2.969, 1.932], [-1.042, -4.683, 3.379]],
  "lowdin_charge": [0.548, -0.280, 0.908, -0.276, -0.398, -0.113, -0.110, -0.106, -0.108, -0.389, 0.896, -0.332, -0.301, 0.030, 0.012, 0.027, 0.036, 0.030, 0.017, 0.086, 0.094, 0.091, 0.078, 0.026, 0.024, 0.029, 0.044, -0.014, 0.042, -0.197, -0.438, 0.121, 0.060, -0.138, -0.047, -0.381, -0.281, -0.112, -0.054, -0.139, -0.124, -0.032, -0.325, -0.265, 0.049, 0.062, 0.087, 0.085, 0.081, 0.083, 0.114, -0.303, 0.589, -0.174, -0.198, -0.191, -0.197, -0.176, -0.235, -0.186, -0.248, -0.238, -0.196, -0.169, -0.221, -0.179, -0.228, -0.187, -0.198, -0.181, -0.225, 0.077, 0.097, 0.109, 0.113, 0.095, 0.103, 0.101, 0.096, 0.106, 0.088, 0.097, 0.063, 0.116, -0.023, 0.094, 0.094, 0.095, 0.106, 0.099, 0.071, 0.118, 0.084, 0.106, 0.097, 0.099, 0.101, 0.114, 0.094, 0.070, 0.121, 0.163, -0.198, -0.036, -0.120, -0.117, -0.026, -0.232, 0.178, -0.257, -0.146, 0.002, -0.194, 0.025, -0.167, -0.014, 0.142, 0.102, 0.089, 0.089, 0.107, 0.112, 0.051, 0.092, 0.096]
}


{
  "formula": "C22H22BrCl4IrN4O4S",
  "method": "the ωB97M-V functional and the def2-TZVPD basis",
  "multiplicity": 2,
  "charge": 1,
  "orbital_gap_ev": [7.83, 6.04],
  "e_tot_ha": -6288.630802,
  "relative_energy_ev": 2.889,
  "elements": ["Ir", "N", "C", "C", "N", "C", "C", "N", "H", "H", "H", "H", "H", "H", "H", "H", "H", "H", "H", "H", "H", "Cl", "C", "C", "Cl", "C", "Cl", "C", "O", "C", "O", "C", "Cl", "Br", "C", "C", "C", "C", "C", "C", "C", "O", "O", "H", "H", "H", "H", "S", "C", "N", "C", "C", "C", "C", "H", "H", "H", "H", "H"],
  "xyz": [[-0.882, -0.051, -0.976], [-2.600, -1.197, -0.142], [-3.855, -0.439, -0.191], [-3.844, 0.332, -1.501], [-2.602, 1.121, -1.596], [-2.624, 2.442, -0.943], [-2.021, 2.315, 0.433], [-0.737, 1.620, 0.262], [-2.416, -1.605, 0.774], [-2.629, -1.955, -0.821], [-4.734, -1.086, -0.160], [-3.903, 0.218, 0.674], [-3.845, -0.364, -2.342], [-4.733, 0.962, -1.576], [-2.332, 1.219, -2.577], [-2.023, 3.123, -1.548], [-3.634, 2.852, -0.888], [-1.913, 3.295, 0.900], [-2.637, 1.702, 1.087], [-0.033, 2.256, -0.108], [-0.407, 1.237, 1.153], [2.306, -5.992, -2.126], [1.827, -4.482, -1.504], [2.600, -3.883, -0.440], [3.975, -4.700, 0.145], [2.233, -2.677, 0.092], [3.111, -1.929, 1.366], [1.100, -2.005, -0.421], [0.695, -0.868, 0.004], [0.325, -2.603, -1.463], [-0.710, -1.954, -1.846], [0.717, -3.852, -2.002], [-0.229, -4.509, -3.268], [2.322, 2.019, -6.207], [2.620, 1.866, -4.349], [3.804, 2.439, -3.899], [4.155, 2.389, -2.562], [3.317, 1.756, -1.659], [2.129, 1.208, -2.109], [1.739, 1.249, -3.451], [0.400, 0.677, -3.887], [0.170, 0.443, -5.044], [-0.555, 0.499, -2.975], [4.452, 2.928, -4.613], [5.083, 2.839, -2.233], [3.589, 1.685, -0.613], [1.491, 0.708, -1.398], [-0.759, -0.941, 2.757], [-0.288, -0.516, 4.323], [0.860, 0.192, 4.507], [1.306, 0.647, 5.708], [0.606, 0.383, 6.837], [-0.565, -0.401, 6.725], [-0.997, -0.840, 5.507], [1.417, 0.343, 3.677], [2.221, 1.221, 5.696], [0.945, 0.755, 7.791], [-1.122, -0.651, 7.618], [-1.886, -1.442, 5.403]],
  "lowdin_charge": [1.442, -0.040, -0.194, -0.154, -0.172, -0.153, -0.195, -0.076, 0.043, 0.105, 0.133, 0.108, 0.141, 0.132, 0.114, 0.139, 0.135, 0.134, 0.103, 0.121, 0.049, 0.751, -0.678, -0.679, 0.747, -0.607, 0.732, -0.350, -0.236, -0.333, -0.147, -0.615, 0.772, 0.842, -0.591, -0.131, -0.071, -0.076, -0.056, -0.142, -0.553, 0.045, -0.220, 0.097, 0.111, 0.103, 0.050, 0.642, -0.760, 0.050, -0.062, -0.050, -0.032, -0.082, 0.136, 0.133, 0.115, 0.121, 0.108]
}


{
  "formula": "C10H12O2Si",
  "method": "the ωB97M-V functional and the def2-TZVPD basis",
  "multiplicity": 1,
  "charge": 0,
  "orbital_gap_ev": 8.25,
  "e_tot_ha": -828.146777,
  "relative_energy_ev": 2.692,
  "elements": ["C", "C", "C", "C", "C", "C", "C", "C", "C", "C", "O", "O", "Si", "H", "H", "H", "H", "H", "H", "H", "H", "H", "H", "H", "H"],
  "xyz": [[1.281, -2.090, -2.970], [0.984, 0.569, 3.354], [-0.157, -1.888, -2.656], [0.541, 0.070, 2.032], [2.054, -1.262, -2.263], [0.183, 1.608, 3.605], [-0.208, -0.814, -1.808], [-0.576, 0.690, 1.548], [1.245, -0.227, -1.605], [-0.891, 1.760, 2.572], [-2.834, -1.104, -0.602], [-2.106, 1.282, -1.543], [-1.571, -0.116, -0.842], [1.613, -2.861, -3.710], [1.904, 0.308, 3.865], [-0.967, -2.498, -2.924], [1.221, -0.668, 1.504], [3.080, -0.927, -2.458], [0.224, 2.185, 4.535], [1.311, -0.138, -0.543], [1.421, 0.750, -1.897], [-1.927, 1.438, 2.932], [-0.847, 2.801, 2.117], [-3.524, -0.600, -0.165], [-1.452, 1.733, -2.078]],
  "lowdin_charge": [-0.085, -0.107, -0.040, -0.197, -0.100, -0.150, -0.227, -0.128, -0.172, -0.252, -0.103, -0.133, 0.549, 0.115, 0.094, 0.089, 0.091, 0.115, 0.097, 0.067, 0.104, 0.131, 0.130, 0.060, 0.053]
}